DFT (ωB97M-V/def2-TZVPD) results for 7 unconnected molecules or ions with the total composition C5H23NO8 at a distorted geometry.

Values from the calculation:
- Largest force on an atom: 2.35 eV Å⁻¹
- Structure (SMILES): CC(C)CNC(=O)O.O.O.O.O.O.O
- Calculated total energy: -23429.0193 eV
- Charge: 0
- Spin multiplicity: 1
- ΔE to the lowest compared entry with this formula, charge and spin: 98.0 kJ/mol
- Kohn-Sham gap: 10.3 eV

Geometry (Å):
C 1.3432 0.8783 -0.3600
C 2.3859 1.8815 0.0542
C 2.4076 3.1117 -0.8549
C 3.7919 1.2126 0.1707
N -0.0445 1.3117 -0.0508
C -0.5725 1.3893 1.1917
O -1.8716 1.8006 1.1386
O -0.0352 1.0879 2.2160
H 1.3340 0.5604 -1.3881
H 1.3829 -0.0684 0.1725
H 2.1697 2.2134 1.0524
H 3.2586 3.7196 -0.5674
H 1.4335 3.6041 -0.8585
H 2.4947 2.8193 -1.9093
H 3.8924 0.4433 -0.5706
H 3.9401 0.8694 1.1874
H 4.5279 1.9769 -0.0815
H -0.4165 1.8991 -0.7811
H -2.3773 1.3913 0.4291
H -0.7399 -3.8152 0.1492
H 0.4727 -4.6704 -0.2426
O -0.4778 -4.5888 -0.3591
H -1.7971 0.6294 -3.8320
H -0.6267 -0.1996 -3.5870
O -0.8808 0.7388 -3.5471
H -0.5220 -2.2610 -1.6016
H -0.2266 -3.0514 -2.8193
O -0.1162 -2.1574 -2.4705
H 1.1231 -1.4909 1.7795
H 1.5540 -2.4427 2.8641
O 1.0787 -2.4233 2.0266
H -2.9623 -0.1692 2.3778
H -2.1539 -1.4087 2.7441
O -3.0559 -1.0880 2.6500
H -2.1748 -0.4589 -1.3067
H -3.1837 -1.6374 -1.2925
O -3.0063 -0.7665 -0.9281


DFT (ωB97M-V/def2-TZVPD) results for 8 unconnected molecules or ions with the total composition C5H23NO9 at a distorted geometry.

Values from the calculation:
- Largest force on an atom: 4.16 eV Å⁻¹
- Calculated total energy: -25467.2531 eV
- Charge: +1
- Spin multiplicity: 2
- Kohn-Sham gap (spin up / spin down): 10.6 / 5.4 eV

Geometry (Å):
N -0.0564 -0.5652 -2.5251
C -0.4938 -1.9439 -2.9016
C -0.2979 -2.8687 -1.7105
C 0.5036 -2.0433 -0.6822
C 0.2891 -0.5476 -1.0807
C -0.9336 -0.1121 -0.3060
O -0.8760 -0.1960 1.0095
O -1.9881 0.3255 -0.7350
H 0.7949 -0.2516 -3.0118
H -1.5908 -1.8195 -3.1309
H 0.0647 -2.3194 -3.7462
H 0.3397 -3.7393 -2.0343
H -1.1858 -3.4077 -1.3823
H 0.2367 -2.2328 0.3668
H 1.5543 -2.1851 -0.7931
H 1.0436 0.2395 -0.9612
H -1.8051 -0.0312 1.5386
H 2.4735 0.5284 1.5242
H 2.7626 -0.8293 0.9493
O 2.9579 0.1120 0.7702
H 0.9981 2.0889 1.9827
H 0.3802 0.6588 1.9892
O 1.1124 1.1804 2.2950
H -3.1469 2.8397 0.7751
H -3.1513 1.4234 0.1518
O -3.5727 1.9844 0.7937
H -0.1580 2.6079 -0.8486
H 0.7122 3.6765 -1.3978
O 0.0357 3.5437 -0.7135
H -3.2848 0.9851 2.2895
H -3.3669 -0.6498 2.4952
O -2.8245 0.1550 2.6191
H 0.9486 -1.1941 2.8368
H 1.8658 -0.3359 3.6501
O 1.6804 -1.2684 3.4587
H 2.3975 1.5508 -0.5830
H 3.2156 2.4597 -1.6731
O 2.3656 2.1810 -1.2786


DFT (ωB97M-V/def2-TZVPD) results for 7 unconnected molecules or ions with the total composition C5H24ClFN3O8S at a distorted geometry.

Values from the calculation:
- Largest force on an atom: 9.21 eV Å⁻¹
- Calculated total energy: -52485.4536 eV
- Charge: +1
- Spin multiplicity: 1
- Kohn-Sham gap: 7.1 eV

Geometry (Å):
C -2.9629 -2.7545 2.8631
C -2.7576 -1.2000 3.3421
C -1.8159 -0.2957 2.3152
N -1.1809 -1.2743 1.3538
Cl 0.3174 -1.7355 2.1572
C -0.7487 -0.6359 0.0536
N 0.7412 -0.4949 -0.1915
S 1.1984 1.1148 -0.6885
O 0.3476 2.2576 -0.0857
O 2.6939 1.3071 -0.2371
F 1.2364 1.2305 -2.4238
N -1.6228 -0.2164 -0.9554
C -3.1221 -0.3574 -0.8219
H -3.8994 -3.1685 3.4706
H -3.2277 -2.8969 1.7308
H -2.0415 -3.4093 3.2201
H -2.2273 -1.2451 4.4041
H -3.8149 -0.7072 3.5322
H -1.0686 0.3048 2.9855
H -2.5565 0.4681 1.7858
H 0.9191 -1.1042 -1.0462
H -1.2733 0.2006 -1.8705
H -3.6249 -0.8453 -1.7678
H -3.4902 -0.9303 0.1282
H -3.5696 0.7458 -0.7369
O 2.7393 -2.1341 -2.2979
H 3.4435 -1.4987 -2.4961
H 3.1918 -2.8420 -1.8153
O 3.2961 1.4691 -4.9931
H 2.9232 1.4095 -4.1007
H 2.6387 1.9807 -5.4879
O 1.6543 5.3578 -0.0424
H 1.4107 4.4200 -0.0355
H 0.9232 5.7862 -0.5122
O -1.2108 4.2958 1.3662
H -1.6949 4.6341 0.5979
H -0.5409 3.7108 0.9817
O 3.2379 -3.8468 -5.0577
H 4.1932 -3.7472 -5.1854
H 3.0281 -3.2125 -4.3560
O 2.7105 0.0355 4.0233
H 2.2264 0.3738 3.2551
H 3.3804 -0.5495 3.6389


DFT (ωB97M-V/def2-TZVPD) results for 6 unconnected molecules or ions with the total composition C5H24N2O5 at a distorted geometry.

Values from the calculation:
- Largest force on an atom: 2.12 eV Å⁻¹
- Structure (SMILES): NCCCCCN.O.O.O.O.O
- Calculated total energy: -18791.5957 eV
- Charge: 0
- Spin multiplicity: 1
- ΔE to the lowest compared entry with this formula, charge and spin: 140.3 kJ/mol
- Kohn-Sham gap: 9.2 eV

Geometry (Å):
C -0.7403 2.4743 -1.8751
C -1.2136 1.1423 -2.5057
C -1.7199 0.0782 -1.4723
C -0.6176 -0.8236 -0.9528
C -1.2733 -2.0241 -0.2516
N -0.4011 -3.1653 0.1198
N 0.7019 2.6758 -2.1492
H -1.3743 3.2513 -2.2922
H -0.8089 2.4757 -0.7905
H -0.3566 0.7820 -3.0810
H -2.0294 1.3247 -3.2099
H -2.5525 -0.4274 -1.9639
H -2.0751 0.7341 -0.6724
H 0.0033 -1.2290 -1.7541
H -0.0022 -0.1638 -0.3271
H -1.8658 -1.7913 0.6222
H -1.9146 -2.4125 -1.0333
H 0.3843 -3.2026 -0.5234
H 0.0434 -2.8847 0.9809
H 1.1481 3.1552 -1.3826
H 0.8899 3.1447 -3.0224
H 2.8030 -2.2594 1.2378
H 2.0225 -1.0085 0.9027
O 1.9450 -1.8443 1.3777
H 3.1038 0.1680 -1.9827
H 1.7232 0.5128 -2.6771
O 2.2781 -0.1850 -2.3148
H 2.0727 1.7816 2.1229
H 1.5664 2.9348 2.9098
O 2.3984 2.5518 2.6050
H -1.8016 -0.0098 1.5384
H -1.3648 0.4069 2.9484
O -1.5282 0.7452 2.0630
H -0.4935 -2.2436 3.2092
H -0.5129 -1.5541 4.5924
O -0.9852 -1.6300 3.7607


DFT (ωB97M-V/def2-TZVPD) results for 6 unconnected molecules or ions with the total composition C5H24N2O5 at a distorted geometry.

Values from the calculation:
- Largest force on an atom: 2.06 eV Å⁻¹
- Structure (SMILES): CCC[C@@H](N)CN.O.O.O.O.O
- Calculated total energy: -18791.9886 eV
- Charge: 0
- Spin multiplicity: 1
- ΔE to the lowest compared entry with this formula, charge and spin: 102.4 kJ/mol
- Kohn-Sham gap: 9.9 eV

Geometry (Å):
N 0.7007 0.3266 -0.2614
C 0.1572 -0.7904 0.5505
C -0.4045 -0.1583 1.8061
C -1.7366 0.5627 1.6609
C -2.8464 -0.2107 0.9429
C 1.3748 -1.7010 0.8115
N 1.5972 -2.4433 -0.4495
H -0.0455 0.9514 -0.5584
H 1.0615 -0.0400 -1.1385
H -0.4613 -1.5010 0.0075
H -0.3376 -0.8447 2.6682
H 0.3804 0.5182 2.1690
H -1.5135 1.4722 1.1158
H -2.1176 0.8245 2.6421
H -2.5110 -0.6455 0.0015
H -3.1895 -1.0284 1.5844
H -3.6926 0.4737 0.8446
H 2.2003 -1.1511 1.2644
H 1.0002 -2.4523 1.5217
H 1.5867 -1.7263 -1.1568
H 2.4889 -2.9256 -0.4699
H 3.1439 2.0324 1.5684
H 2.1278 1.5108 0.6075
O 2.2827 2.2784 1.2063
H -1.9970 -2.5746 -0.6621
H -0.7521 -2.8999 -1.4817
O -1.6191 -2.4750 -1.5477
H -2.2626 0.7781 -1.2393
H -2.1024 2.3129 -1.2864
O -1.8818 1.4951 -1.7612
H 2.1889 -0.8918 -3.2882
H 2.5614 0.4484 -3.1891
O 2.7868 -0.3737 -2.7203
H 0.6703 4.0283 -1.2578
H 0.9059 3.3651 0.1031
O 0.2555 3.4550 -0.6080


DFT (ωB97M-V/def2-TZVPD) results for 7 unconnected molecules or ions with the total composition C5H24N2O7 at a distorted geometry.

Values from the calculation:
- Largest force on an atom: 7.25 eV Å⁻¹
- Structure (SMILES): C[C@H](CCN)NC=O.O.O.O.O.O.O
- Calculated total energy: -22884.8297 eV
- Charge: 0
- Spin multiplicity: 1
- ΔE to the lowest compared entry with this formula, charge and spin: 382.4 kJ/mol
- Kohn-Sham gap: 9.4 eV

Geometry (Å):
O -1.4085 2.3794 -2.0064
C -1.3083 1.2655 -1.6272
N -1.7105 0.9308 -0.3775
C -1.0190 -0.2446 0.2836
C -0.1021 0.2899 1.3308
C 0.9971 -0.6258 1.8459
N 2.2093 -0.6892 1.0567
C -2.0926 -1.3154 0.8251
H -0.9150 0.6112 -2.3504
H -2.0194 1.5660 0.3098
H -0.3620 -0.7158 -0.5542
H -0.7586 0.6296 2.2429
H 0.2564 1.3209 1.0351
H 1.0921 -0.3176 2.9763
H 0.5764 -1.7251 1.9817
H 2.1701 -0.1346 0.2273
H 3.0410 -0.6515 1.6327
H -2.8121 -0.8873 1.4930
H -2.9083 -1.6498 0.0828
H -1.4544 -2.0336 1.3031
H -0.3975 -3.4091 -0.7097
H 0.0557 -3.6779 0.5737
O -0.6716 -3.5390 0.1172
H -4.1653 2.4034 0.4139
H -4.5041 0.8174 0.4002
O -4.1478 1.5700 0.9443
H 3.5957 2.7012 1.6958
H 3.9557 1.7791 3.0380
O 3.2246 1.9973 2.3228
H 1.7092 -1.9652 -0.1114
H 2.2370 -3.1315 -0.9870
O 1.5489 -2.5350 -0.8238
H 1.1097 1.7623 -1.5116
H 2.2779 1.1058 -2.0257
O 2.0322 1.7732 -1.3942
H 1.2900 -1.1451 -1.8111
H 0.7951 -0.8511 -3.2889
O 1.1463 -0.4347 -2.5049


DFT (ωB97M-V/def2-TZVPD) results for 9 unconnected molecules or ions with the total composition C5H24NO10 at a distorted geometry.

Values from the calculation:
- Largest force on an atom: 9.09 eV Å⁻¹
- Calculated total energy: -27539.1837 eV
- Charge: -1
- Spin multiplicity: 1
- ΔE to the lowest compared entry with this formula, charge and spin: 373.2 kJ/mol
- Kohn-Sham gap: 8.4 eV

Geometry (Å):
O -0.9564 -0.4274 1.0548
C 0.2803 -0.3722 0.7715
O 0.7912 0.7047 0.1799
C 1.1269 -1.6006 1.2742
C 1.6526 -2.4600 0.1693
C 0.7302 -2.2960 -1.0003
C 1.0320 -1.8307 -2.2144
N 0.3136 -1.5782 -3.3592
H 2.0063 -1.3869 2.0038
H 0.3683 -2.1028 1.8480
H 2.5419 -1.8863 -0.0818
H 1.8381 -3.4640 0.4000
H -0.2628 -2.6411 -0.9999
H 1.9766 -1.5067 -2.3193
H 0.6855 -0.9104 -4.0642
H -0.6300 -1.2635 -2.9989
H 3.7592 -0.7504 0.1683
H 2.2662 0.0517 -0.2414
O 3.3152 0.0121 -0.2162
H 2.9342 0.9710 -2.9103
H 1.5438 1.4674 -2.4078
O 2.0422 1.2846 -3.2163
H -1.5263 -1.7971 1.7396
H -3.0080 -2.3073 1.8976
O -2.2370 -2.2423 2.2457
H -1.9385 2.9765 -1.0878
H -2.1091 1.3839 -0.8156
O -2.4648 2.1560 -1.2937
H 1.3792 2.9928 -0.2115
H 0.1907 1.9823 0.2787
O 0.3259 2.9876 -0.0302
H -2.9018 0.2195 -0.4906
H -3.2648 -0.5928 0.5755
O -2.8516 -0.6717 -0.3290
H -2.2092 0.4928 2.0211
H -2.7788 1.8791 1.7475
O -2.6444 1.2176 2.4118
H -0.1612 2.2841 2.7787
H 0.9501 3.1344 2.2017
O 0.5827 2.8762 3.0033